The following is a DFT calculation (the ωB97M-V functional and the def2-TZVPD basis) of C35H31N6OPt as an isolated structure.

Properties
total charge = +1
frontier orbital gap = 7.13 eV
HOMO level = -10.47 eV
relative energy (zero: lowest compared OMol25 entry of this formula, charge and spin) = 22.7 kcal/mol

```
74
C35H31N6OPt, DFT the ωB97M-V functional and the def2-TZVPD basis
Pt -1.021 -0.762 -0.642
C -0.234 -0.356 3.599
C -0.529 -1.614 4.087
C -0.959 -2.584 3.197
C -1.131 -2.257 1.864
N -0.948 -0.996 1.411
C -0.450 -0.088 2.260
C -1.354 -3.286 0.828
C -1.815 -4.564 1.099
C -1.898 -5.482 0.067
C -1.518 -5.095 -1.208
C -1.091 -3.795 -1.402
N -1.007 -2.907 -0.413
H 0.173 0.420 4.230
H -0.381 -1.856 5.130
H -1.112 -3.600 3.528
H -0.199 0.876 1.846
H -2.118 -4.836 2.100
H -2.260 -6.483 0.254
H -1.564 -5.777 -2.043
H -0.818 -3.450 -2.391
N -0.470 -0.666 -2.616
C -1.483 -0.357 -3.595
C -1.653 -1.178 -4.695
C -2.658 -0.897 -5.607
C -3.475 0.202 -5.392
C -3.282 1.014 -4.286
C -2.267 0.763 -3.361
C -2.078 1.630 -2.164
C -2.445 2.972 -2.312
C -2.541 3.830 -1.232
C -2.306 3.324 0.033
C -1.873 2.015 0.180
C -1.669 1.145 -0.894
H 0.021 -1.522 -2.859
H 0.250 0.058 -2.607
H -0.998 -2.031 -4.843
H -2.804 -1.533 -6.469
H -4.277 0.424 -6.083
H -3.954 1.844 -4.119
H -2.669 3.348 -3.302
H -2.832 4.861 -1.377
H -2.447 3.943 0.911
H -1.736 1.670 1.190
C -0.213 5.531 3.088
C 0.680 4.386 2.695
C 1.293 3.583 3.651
C 2.111 2.514 3.307
C 2.318 2.224 1.962
N 3.103 1.145 1.503
C 3.729 0.186 2.243
O 3.781 0.144 3.453
N 4.368 -0.791 1.461
C 3.856 -1.456 0.338
C 4.678 -2.346 -0.353
C 4.181 -3.014 -1.453
C 2.871 -2.774 -1.848
N 2.076 -1.930 -1.199
C 2.555 -1.292 -0.134
C 1.718 3.022 0.991
C 0.916 4.088 1.356
H 0.013 5.880 4.095
H -1.264 5.232 3.072
H -0.101 6.371 2.404
H 1.150 3.808 4.701
H 2.605 1.930 4.068
H 3.294 1.140 0.515
H 5.013 -1.327 2.023
H 5.700 -2.497 -0.028
H 4.801 -3.707 -2.005
H 2.447 -3.294 -2.700
H 1.858 -0.631 0.367
H 1.878 2.807 -0.060
H 0.467 4.698 0.582
```

=====

The following is a DFT calculation (the ωB97M-V functional and the def2-TZVPD basis) of an isolated ion of composition C4H10N and charge +1.

Properties
structure (SMILES) = C=[NH+]CCC
total charge = +1
frontier orbital gap = 10.65 eV
HOMO level = -16.10 eV
relative energy (zero: lowest compared OMol25 entry of this formula, charge and spin) = 47.0 kcal/mol

```
15
C4H10N, DFT the ωB97M-V functional and the def2-TZVPD basis
C -2.169 -0.681 -0.258
N -1.388 -0.114 0.620
C -0.505 0.942 0.084
C 1.070 0.684 0.106
C 1.422 -0.666 -0.623
H -2.057 -0.178 -1.336
H -2.996 -1.463 -0.007
H -1.239 -0.436 1.533
H -0.711 1.075 -1.025
H -0.721 1.857 0.700
H 1.542 0.740 1.130
H 1.345 1.535 -0.342
H 2.434 -1.003 -0.309
H 0.733 -1.400 -0.195
H 1.371 -0.649 -1.686
```